A structure of composition C36H28NO6P2S2TeZr, computed with ωB97M-V/def2-TZVPD.

Each line ends with the Löwdin charge.
Positions of all 77 atoms, in Å:
Zr  0.0178  1.8736  1.0105  1.5421
O  -1.5178  0.9098  5.0143  -0.4192
S  -1.7207  1.5857  3.7444  0.8972
O  -1.7869  1.4357  0.0790  -0.4571
O  -0.3390  1.4594  2.8746  -0.6919
C  -1.5396  3.3466  4.0919  -0.2694
C  -1.6955  3.7447  5.4097  -0.0487
C  -1.6567  5.0890  5.7460  -0.0497
C  -1.4891  6.0394  4.7508  -0.0450
C  -1.3455  5.6515  3.4261  -0.0182
C  -1.3605  4.3073  3.1006  -0.3128
S  0.1945  4.5746  0.9334  0.9023
O  1.2253  3.7920  1.6766  -0.4854
O  -1.2070  3.9222  1.7612  -0.3386
O  -0.0698  3.7368  -0.2858  -0.5327
H  -1.8360  2.9815  6.1647  0.1145
H  -1.7679  5.3904  6.7780  0.1152
H  -1.4768  7.0920  4.9986  0.1167
H  -1.2339  6.3942  2.6463  0.1174
Te  0.0877  -1.5748  1.8714  1.4100
C  0.4542  -3.4207  0.9203  -0.5405
C  0.2066  -3.6440  -0.4254  -0.1395
C  0.4833  -4.8940  -0.9587  -0.1381
N  0.9689  -5.9077  -0.2477  0.0705
C  1.1911  -5.6882  1.0451  -0.1356
C  0.9589  -4.4713  1.6732  -0.1273
C  0.1126  -0.3361  0.1411  -0.9469
P  1.7302  0.3792  -0.2968  0.9243
C  3.0698  -0.5784  0.4163  -0.4105
C  3.9239  0.0878  1.2928  -0.0882
C  4.9823  -0.5924  1.8778  -0.0582
C  5.1847  -1.9338  1.5923  -0.0528
C  4.3351  -2.5998  0.7160  -0.0521
C  3.2811  -1.9263  0.1251  -0.1166
C  2.0079  0.5901  -2.0693  -0.3602
C  2.6934  -0.3521  -2.8321  -0.0733
C  2.8738  -0.1384  -4.1903  -0.0621
C  2.3716  1.0090  -4.7890  -0.0637
C  1.6978  1.9549  -4.0290  -0.0621
C  1.5246  1.7526  -2.6699  -0.0962
P  -1.4526  0.0378  -0.5614  0.6893
C  -1.4103  0.2462  -2.3347  -0.2940
C  -2.1047  1.3161  -2.8939  -0.0523
C  -2.1432  1.4592  -4.2732  -0.0543
C  -1.4998  0.5366  -5.0850  -0.0564
C  -0.8038  -0.5292  -4.5269  -0.0618
C  -0.7558  -0.6751  -3.1521  -0.0950
C  -2.7420  -1.1158  -0.1404  -0.3106
C  -3.4964  -0.8997  1.0133  -0.0848
C  -4.4803  -1.8059  1.3667  -0.0512
C  -4.7100  -2.9243  0.5750  -0.0503
C  -3.9714  -3.1313  -0.5811  -0.0536
C  -2.9902  -2.2238  -0.9474  -0.0713
H  -0.1872  -2.8618  -1.0604  0.0567
H  0.3043  -5.0887  -2.0112  0.1099
H  1.5840  -6.5241  1.6128  0.1118
H  1.1876  -4.3612  2.7265  0.1000
H  3.7611  1.1337  1.5242  0.1031
H  5.6421  -0.0741  2.5602  0.1132
H  6.0064  -2.4652  2.0535  0.1134
H  4.4903  -3.6479  0.4961  0.1159
H  2.6125  -2.4579  -0.5392  0.0939
H  3.1084  -1.2391  -2.3732  0.0968
H  3.4154  -0.8665  -4.7796  0.1131
H  2.5187  1.1730  -5.8485  0.1139
H  1.3188  2.8577  -4.4893  0.1162
H  1.0216  2.5107  -2.0799  0.0831
H  -2.6023  2.0329  -2.2532  0.1148
H  -2.6801  2.2892  -4.7125  0.1135
H  -1.5347  0.6497  -6.1608  0.1144
H  -0.2905  -1.2379  -5.1630  0.1162
H  -0.1878  -1.4879  -2.7160  0.0968
H  -3.3149  -0.0254  1.6255  0.0875
H  -5.0666  -1.6418  2.2605  0.1154
H  -5.4779  -3.6330  0.8553  0.1142
H  -4.1654  -3.9934  -1.2047  0.1140
H  -2.4380  -2.3741  -1.8665  0.1010

Its total energy is -100381.0116 eV. Its total charge is +1. The value obtained for the relative energy (zero: lowest compared OMol25 entry of this formula, charge and spin) is 0.177 eV. As for the spin multiplicity: 1. The orbital gap is 7.304 eV.

***

A structure of composition C36H29BeGe2N2O4 at a distorted geometry, computed with ωB97M-V/def2-TZVPD.

Each line ends with the Löwdin charge.
Positions of all 74 atoms, in Å:
Be  8.1833  11.3558  12.6542  0.1307
O  8.6185  16.3577  13.6525  0.0723
C  9.4626  15.7319  14.4922  -0.4975
O  10.0637  16.4099  15.3371  0.0337
C  9.8239  14.3521  14.2082  -0.0563
C  10.5986  13.3607  14.9049  0.0203
N  10.3096  12.1669  14.3654  0.0237
N  9.3669  12.2594  13.3719  -0.0040
C  8.9865  13.5804  13.3469  -0.1760
C  7.1750  14.8843  12.1451  -0.2712
O  6.2423  15.4621  11.6941  0.0741
O  7.2613  12.5337  12.0605  -0.1550
H  7.9199  15.7559  13.1864  0.0307
H  11.2995  13.4919  15.7456  0.1408
H  10.5450  11.2159  14.6626  0.1530
C  7.8433  13.6487  12.5098  -0.3874
Ge  9.2504  14.6831  9.7909  1.1293
C  9.3419  16.5165  9.1117  -0.3177
C  10.3251  16.8149  8.1622  -0.1274
C  10.4862  18.0972  7.6780  -0.0896
C  9.7671  19.1549  8.3000  -0.0935
C  8.8089  18.8464  9.2460  -0.1009
C  8.5685  17.5398  9.6777  -0.0811
C  8.2230  13.6902  8.5159  -0.3257
C  7.9799  12.3432  8.7768  -0.1132
C  7.4286  11.4978  7.8109  -0.0930
C  7.0805  12.0111  6.5726  -0.1112
C  7.3268  13.3607  6.3059  -0.1150
C  7.8626  14.2147  7.2536  -0.1013
C  11.0781  13.8629  9.6905  -0.2782
C  12.0776  13.7945  10.6761  -0.1103
C  13.4271  13.8311  10.3518  -0.1104
C  13.8176  13.6809  9.0137  -0.1046
C  12.8102  13.5364  8.0498  -0.1131
C  11.4582  13.4343  8.3891  -0.1228
H  10.8857  15.9596  7.7124  0.1001
H  11.1864  18.2969  6.8962  0.0838
H  9.8678  20.1857  7.9775  0.0912
H  8.2683  19.6573  9.6577  0.0843
H  7.9034  17.2948  10.4738  0.0794
H  8.2338  11.9003  9.7497  0.0853
H  7.1014  10.4700  8.0276  0.1040
H  6.6147  11.3920  5.7949  0.0979
H  7.1083  13.7545  5.3097  0.0955
H  7.9712  15.2544  6.9461  0.0991
H  11.8359  13.8965  11.7607  0.1016
H  14.1998  13.9278  11.1025  0.0926
H  14.8985  13.6880  8.7801  0.0996
H  13.0802  13.4499  7.0037  0.0907
H  10.7550  13.0369  7.6444  0.1057
Ge  8.3511  9.1210  12.2816  0.9364
C  7.5774  7.9952  13.7352  -0.3892
C  6.8428  6.8723  13.3287  -0.1383
C  5.9655  6.2239  14.2551  -0.0879
C  5.9039  6.6466  15.6193  -0.1049
C  6.6581  7.7566  15.9904  -0.1268
C  7.4326  8.4048  15.0670  -0.1583
C  10.3251  8.5935  12.2828  -0.3572
C  10.9702  8.4473  13.5602  -0.1379
C  12.3448  8.2806  13.6385  -0.1253
C  13.0812  8.1766  12.4622  -0.1236
C  12.4789  8.2625  11.1987  -0.0911
C  11.0967  8.5609  11.1333  -0.1442
H  7.9650  8.5561  10.8613  -0.0618
H  7.0290  6.4440  12.3227  0.0909
H  5.3738  5.3265  13.9625  0.0956
H  5.1936  6.1592  16.3105  0.0976
H  6.5921  8.1488  17.0122  0.1020
H  8.0368  9.3062  15.3219  0.0942
H  10.4213  8.6366  14.4863  0.0785
H  12.8679  8.3942  14.5915  0.0971
H  14.1598  8.1311  12.6111  0.0908
H  13.0467  8.0710  10.2626  0.1038
H  10.6596  8.5413  10.1196  0.0967

Its total energy is -162404.3468 eV. Its total charge is -1. The value obtained for the relative energy (zero: lowest compared OMol25 entry of this formula, charge and spin) is 3.743 eV. As for the spin multiplicity: 1. The orbital gap (spin up / spin down) is 5.903 / 5.953 eV.

***

A structure of composition C36H29BiN5O6, computed with ωB97M-V/def2-TZVPD.

Each line ends with the Löwdin charge.
Positions of all 77 atoms, in Å:
Bi  -1.0408  -1.6643  1.1456  2.0849
C  -0.8456  -3.5730  4.6021  -0.0410
C  -0.2578  -3.9093  3.2545  -0.3468
C  -1.0025  -4.6565  2.3331  -0.1038
C  -0.4872  -4.9649  1.0830  -0.1136
C  0.7866  -4.5258  0.7254  -0.1111
C  1.5394  -3.7976  1.6344  -0.1021
C  1.0189  -3.4893  2.8898  -0.0998
H  -0.9279  -4.4706  5.2176  0.0916
H  -1.8509  -3.1576  4.4941  0.0761
H  -0.2183  -2.8613  5.1405  0.0790
H  -1.9997  -4.9882  2.6022  0.1261
H  -1.0758  -5.5451  0.3830  0.1139
H  1.1896  -4.7615  -0.2512  0.1126
H  2.5349  -3.4615  1.3708  0.1166
H  1.6128  -2.9067  3.5832  0.1185
O  -1.5603  -1.9368  -3.4198  0.1757
C  -1.5790  -1.8361  -2.1081  -0.4807
O  -0.8539  -2.4636  -1.3571  -0.0012
C  -2.6890  -0.9876  -1.5778  -0.1760
C  -3.6260  -0.3355  -2.3473  0.0486
C  -4.6998  0.2716  -1.6995  0.0146
C  -4.8323  0.1547  -0.3264  0.0506
C  -3.8473  -0.5196  0.3774  -0.1622
N  -2.7845  -1.0163  -0.2456  0.0268
C  -3.9406  -0.8115  1.8809  -0.6200
O  -4.7962  -0.2396  2.5205  0.0997
O  -3.0664  -1.6702  2.2876  -0.2197
H  -0.8140  -2.4959  -3.6872  0.1578
H  -3.5229  -0.3206  -3.4227  0.1353
H  -5.4472  0.8016  -2.2751  0.1263
H  -5.6713  0.5569  0.2237  0.1359
N  -1.7520  1.7847  3.8330  0.1689
C  -1.4371  0.5412  3.4526  -0.1195
N  -1.3566  0.4312  2.1458  -0.0380
C  -1.6445  1.6973  1.6227  -0.1932
C  -1.7012  2.1766  0.3128  -0.0090
C  -2.0312  3.5040  0.1350  -0.0568
C  -2.3033  4.3513  1.2202  -0.0647
C  -2.2424  3.8940  2.5191  0.0026
C  -1.9021  2.5582  2.6932  -0.1685
H  -1.8912  2.0841  4.7828  0.1756
H  -1.2836  -0.2749  4.1421  0.1493
H  -1.4811  1.5450  -0.5387  0.0897
H  -2.0718  3.9059  -0.8691  0.1115
H  -2.5615  5.3853  1.0339  0.1116
H  -2.4473  4.5420  3.3613  0.1197
O  1.3815  -0.5507  2.0087  -0.0250
C  1.4067  -0.0685  0.8758  -0.5762
N  2.3948  0.6260  0.2817  0.1725
C  2.1199  0.8708  -1.1298  -0.2326
C  0.6799  0.3068  -1.2059  -0.4045
O  -0.0496  0.3510  -2.1837  0.0486
N  0.3360  -0.2072  0.0008  -0.0044
C  2.2041  2.3574  -1.4884  -0.1307
C  3.0284  3.2021  -0.7528  -0.0276
C  3.1679  4.5359  -1.1093  -0.0705
C  2.4849  5.0399  -2.2052  -0.0800
C  1.6635  4.2009  -2.9434  -0.0662
C  1.5248  2.8657  -2.5917  -0.0210
C  3.0692  0.0709  -2.0425  -0.1236
C  4.3864  -0.1466  -1.6496  -0.0263
C  5.2712  -0.8157  -2.4822  -0.0680
C  4.8521  -1.2709  -3.7234  -0.0783
C  3.5452  -1.0457  -4.1261  -0.0671
C  2.6575  -0.3778  -3.2934  -0.0222
H  3.2944  0.7436  0.7096  0.1424
H  3.5683  2.8361  0.1119  0.1065
H  3.8143  5.1792  -0.5256  0.1076
H  2.5971  6.0796  -2.4845  0.1067
H  1.1305  4.5850  -3.8039  0.1070
H  0.8871  2.2181  -3.1754  0.1061
H  4.7509  0.2127  -0.6944  0.1077
H  6.2918  -0.9754  -2.1583  0.1089
H  5.5441  -1.7883  -4.3748  0.1076
H  3.2147  -1.3846  -5.0998  0.1066
H  1.6441  -0.1944  -3.6222  0.1043

Its total energy is -63377.2153 eV. Its total charge is +1. As for the spin multiplicity: 1. The orbital gap is 7.649 eV.